Entry 1:
A structure of composition C18H13BrGaN4O4S6 in a non-equilibrium geometry. Source: the Open Molecules 2025 dataset; level of theory: the ωB97M-V functional and the def2-TZVPD basis.

Properties
* energy relative to the best compared isomer or geometry (same formula, charge and spin): 0.0 kcal/mol
* charge: +1
* E_LUMO (spin up / spin down): -0.171 / -0.221 Ha
* F_max: 1.88 eV/A

Each line ends with the Mulliken charge.
Element x y z (Å)
Ga1 0.413 -2.844 -1.241  0.32
O1 5.846 -2.553 2.131  -0.49
C1 4.688 -2.417 1.442  0.92
C2 4.627 -1.985 0.109  -0.74
C3 3.442 -2.066 -0.548  -0.26
N1 2.287 -2.472 0.022  -0.20
C4 2.364 -2.838 1.301  0.22
Br1 0.757 -3.318 2.214  -0.09
C5 3.524 -2.871 2.060  -0.54
H1 6.620 -2.250 1.600  0.33
H2 5.529 -1.723 -0.461  0.29
H3 3.461 -1.762 -1.613  0.36
H4 3.526 -3.207 3.085  0.47
C6 -2.885 -5.562 -0.586  -0.72
S1 -4.485 -5.315 0.256  0.00
C7 -4.991 -3.634 0.067  -0.04
C8 -4.159 -2.472 0.299  0.00
S2 -2.582 -2.535 0.733  -0.04
S3 -5.024 -0.957 0.044  0.00
C9 -6.608 -1.593 -0.311  0.13
S4 -7.874 -0.652 -0.476  -0.16
S5 -6.605 -3.389 -0.470  0.00
H5 -2.848 -6.596 -0.909  0.41
H6 -2.061 -5.381 0.076  0.26
H7 -2.832 -4.909 -1.487  0.22
O2 0.555 5.281 3.181  -0.41
S6 0.498 6.347 2.185  1.25
O3 1.639 7.187 2.210  -0.50
O4 -0.760 7.019 2.381  -0.43
C10 0.348 5.607 0.548  0.24
N2 0.137 6.461 -0.423  -0.47
C11 0.006 5.876 -1.620  -0.47
C12 0.107 4.528 -1.818  -0.56
C13 0.244 3.725 -0.710  0.57
N3 0.418 4.287 0.506  -0.32
C14 0.250 2.248 -0.818  1.13
C15 0.074 1.564 -1.997  -0.72
C16 0.075 0.157 -1.967  -0.57
N4 0.301 -0.564 -0.890  0.03
C17 0.510 0.123 0.264  -0.36
C18 0.485 1.500 0.329  -0.60
H8 -0.151 6.571 -2.440  0.44
H9 0.029 4.149 -2.816  0.40
H10 -0.083 2.078 -2.940  0.34
H11 -0.112 -0.353 -2.900  0.41
H12 0.654 -0.499 1.126  0.40
H13 0.643 2.007 1.273  0.58

Forces on atoms 1 to 2 (eV/Å):
-0.1061 0.2910 0.2539
0.0063 0.6366 -0.8316

***

Entry 2:
A cluster of 2 separate species, C3H8BrN2 in total in a non-equilibrium geometry. Source: the Open Molecules 2025 dataset; level of theory: the ωB97M-V functional and the def2-TZVPD basis.

Properties
* energy relative to the best compared isomer or geometry (same formula, charge and spin): 69.7 kcal/mol
* charge: +1
* E_LUMO (spin up / spin down): -0.216 / -0.216 Ha
* F_max: 4.05 eV/A

Each line ends with the Mulliken charge.
Element x y z (Å)
C1 -0.937 0.496 0.866  -0.60
C2 -0.347 -0.857 0.570  -0.40
C3 0.420 0.617 -1.065  -0.31
N1 -0.267 1.352 -0.163  -0.02
N2 0.206 -0.798 -0.822  -0.18
Br1 2.860 -0.088 0.171  -0.38
H1 -1.944 0.639 0.749  0.40
H2 -0.811 0.801 1.815  0.42
H3 0.492 -1.123 1.106  0.31
H4 -1.056 -1.722 0.899  0.37
H5 0.761 0.916 -2.006  0.47
H6 -0.209 2.282 0.166  0.27
H7 1.208 -1.211 -0.802  0.26
H8 -0.375 -1.305 -1.484  0.39

Forces on atoms 1 to 2 (eV/Å):
1.9973 -0.8280 -3.3382
-2.6326 -2.0702 0.8561